[1]
C36H10Cl5F15GeN3O2RhS | ωB97M-V/def2-TZVPD

## Properties
Gap between HOMO and LUMO (alpha / beta), eV: 8.32 / 6.12
HOMO level (alpha / beta), eV: -8.6 / -8.5
ΔE to the lowest compared entry with this formula, charge and spin, kJ/mol: 20.8
E, eV: -219791.2976

Structure (ORCA input):
```
! wB97M-V def2-TZVPD RIJCOSX def2/J DEFGRID3
* xyz 0 5
Rh -0.58561 1.89504 -0.15504
O 2.08088 3.27066 2.80228
C 1.20066 2.72319 2.15672
N 0.88156 2.97251 0.86860
C 1.74363 3.90407 0.18652
C 1.18947 4.22785 -1.17050
C 1.77071 5.18426 -1.99740
C 1.21763 5.42508 -3.23759
C 0.09252 4.70937 -3.63255
C -0.43038 3.78222 -2.75955
N 0.11181 3.55204 -1.55880
C 0.37418 1.61648 2.76397
C 0.56298 1.20175 4.06884
C -0.23185 0.17354 4.55125
C -1.18585 -0.39368 3.72066
C -1.31346 0.08075 2.42551
N -0.53750 1.06032 1.96569
H 1.87657 4.82376 0.76942
H 2.74932 3.47702 0.06465
H 2.64279 5.72461 -1.65671
H 1.65303 6.16523 -3.89401
H -0.36843 4.86652 -4.59586
H -1.30395 3.19357 -3.01062
H 1.31828 1.69527 4.66391
H -0.10777 -0.18377 5.56417
H -1.82024 -1.20017 4.05848
H -2.02587 -0.33236 1.72277
Cl -7.88375 2.64130 0.78897
C -6.27378 2.13151 0.45848
C -5.22040 3.03397 0.53195
Cl -5.50158 4.67821 0.95514
C -3.92925 2.60328 0.25964
Cl -2.60140 3.70811 0.33349
C -3.61625 1.28601 -0.09931
O -2.40606 0.87632 -0.36835
C -4.70657 0.39571 -0.15825
Cl -4.37006 -1.24111 -0.56637
C -6.00192 0.80553 0.11442
Cl -7.29000 -0.32995 0.03038
F 0.89349 -4.49412 -2.20992
C 1.94869 -3.75719 -2.57724
C 2.14697 -2.48723 -2.06451
C 3.30745 -1.84203 -2.45846
F 3.58942 -0.62318 -1.97364
C 4.21949 -2.39901 -3.33782
F 5.32220 -1.73977 -3.69751
C 3.97778 -3.66605 -3.84197
F 4.84703 -4.22956 -4.68246
C 2.83819 -4.35235 -3.45861
F 2.61819 -5.58126 -3.92564
Ge 0.98717 -1.52124 -0.79269
S 0.57484 0.44174 -1.64782
C -0.66320 -2.52375 -0.50694
C -1.42070 -2.85186 -1.61912
F -1.04060 -2.43059 -2.82888
C -2.55347 -3.64050 -1.54676
F -3.25108 -3.94493 -2.64034
C -2.98861 -4.08337 -0.30797
F -4.10539 -4.80324 -0.20934
C -2.27358 -3.75016 0.82996
F -2.69307 -4.16915 2.02777
C -1.12242 -2.98771 0.71069
F -0.45502 -2.71449 1.84991
C 2.07086 -1.61703 0.83919
C 2.27734 -2.86218 1.40659
F 1.69301 -3.94300 0.86533
C 3.07166 -3.05475 2.52190
F 3.23960 -4.26966 3.04827
C 3.70095 -1.96092 3.09646
F 4.47638 -2.12501 4.16877
C 3.52986 -0.69908 2.55079
F 4.14747 0.34830 3.09280
C 2.72418 -0.55149 1.43066
F 2.61082 0.68176 0.92358
*
```


[2]
C4H6O2 | ωB97M-V/def2-TZVPD

## Properties
SMILES: O=CCCC=O
Gap between HOMO and LUMO, eV: 10.90
HOMO level, eV: -10.0
ΔE to the lowest compared entry with this formula, charge and spin, kJ/mol: 90.0
E, eV: -8339.5285

Structure (ORCA input):
```
! wB97M-V def2-TZVPD RIJCOSX def2/J DEFGRID3
* xyz 0 1
O -0.68078 1.15155 -1.68241
C -0.60316 1.41317 -0.50599
C 0.39292 0.75547 0.42642
C 0.67655 -0.68270 0.01664
C -0.54439 -1.55160 0.19481
O -1.62196 -1.12545 0.53884
H -1.25189 2.18991 -0.05335
H 0.01768 0.80797 1.45308
H 1.31452 1.35222 0.38751
H 0.97008 -0.73070 -1.03994
H 1.50290 -1.12015 0.59155
H -0.40498 -2.63328 -0.00832
*
```


[3]
C3H3N3O2 | ωB97M-V/def2-TZVPD

## Properties
SMILES: [H]/N=N\c1c[nH]c(=O)o1
Gap between HOMO and LUMO, eV: 8.93
HOMO level, eV: -9.3
ΔE to the lowest compared entry with this formula, charge and spin, kJ/mol: 347.3
E, eV: -11722.3572

Structure (ORCA input):
```
! wB97M-V def2-TZVPD RIJCOSX def2/J DEFGRID3
* xyz 0 1
C -0.71214 -0.14009 0.43848
C 0.03462 -0.15889 1.52320
C 1.37907 -0.07183 -0.30191
H -1.94653 0.54612 -1.73241
H -0.31970 -0.10542 2.57831
H 2.26699 0.00724 1.51354
N -2.52847 0.27736 -0.88705
N -2.05307 0.01122 0.21783
N 1.41970 0.12014 1.04964
O 2.20699 -0.08175 -1.10269
O 0.03337 -0.05377 -0.76993
*
```


[4]
C8H9NS2 | ωB97M-V/def2-TZVPD

## Properties
Gap between HOMO and LUMO (alpha / beta), eV: 7.31 / 7.31
HOMO level (alpha / beta), eV: -8.0 / -8.0
ΔE to the lowest compared entry with this formula, charge and spin, kJ/mol: 501.2
E, eV: -31597.3332

Structure (ORCA input):
```
! wB97M-V def2-TZVPD RIJCOSX def2/J DEFGRID3
* xyz 0 1
C -0.21650 0.54222 0.37398
C -0.94885 0.87606 -0.52937
C 1.98290 -0.22200 3.24804
C 0.83157 0.37263 2.63534
C 2.76777 -0.92082 2.41914
C 0.68520 0.13040 1.32613
C -1.56346 0.54375 -2.88717
C -1.84155 1.29499 -1.58367
N 2.55417 -2.44216 0.17110
S 2.24407 -0.91494 0.72647
S 1.97472 -3.83410 0.79490
H 2.17978 -0.10490 4.30088
H 0.13835 0.97408 3.20230
H 3.67515 -1.44390 2.65475
H -1.76432 -0.51817 -2.76970
H -0.52272 0.66714 -3.17904
H -2.19737 0.93247 -3.68120
H -2.87420 1.12402 -1.26336
H -1.71099 2.36968 -1.74425
H 2.61749 -3.89504 1.99970
*
```


[5]
C4H6N2O | ωB97M-V/def2-TZVPD

## Properties
SMILES: Nc1cc[nH]c1O
Gap between HOMO and LUMO, eV: 8.03
HOMO level, eV: -7.3
ΔE to the lowest compared entry with this formula, charge and spin, kJ/mol: 118.2
E, eV: -9272.2763

Structure (ORCA input):
```
! wB97M-V def2-TZVPD RIJCOSX def2/J DEFGRID3
* xyz 0 1
N -1.89629 0.57470 0.29531
C -0.49570 0.34545 0.24111
C -0.00160 -0.90983 0.03565
O -0.70611 -2.05346 -0.19838
N 1.35973 -0.84626 -0.07298
C 1.74899 0.46315 0.09316
C 0.62304 1.22922 0.27460
H -2.34403 0.01953 -0.43564
H -2.11512 1.54263 0.09871
H -1.53609 -1.77074 -0.61837
H 1.96533 -1.63819 -0.20750
H 2.79239 0.74142 0.07489
H 0.60545 2.30239 0.41944
*
```


[6]
H21O10 | ωB97M-V/def2-TZVPD

## Properties
Gap between HOMO and LUMO, eV: 9.67
HOMO level, eV: -13.3
ΔE to the lowest compared entry with this formula, charge and spin, kJ/mol: 310.8
E, eV: -20807.6073

Structure (ORCA input):
```
! wB97M-V def2-TZVPD RIJCOSX def2/J DEFGRID3
* xyz 1 1
O -0.14565 0.36810 -0.07016
H -0.13765 -0.35390 0.72184
H 0.29335 1.18110 0.20484
H -1.06865 0.57410 -0.39116
O -1.52265 -1.92790 -2.57616
H -2.07665 -1.25190 -2.46116
H -1.59865 -2.33290 -1.68316
O -0.57665 -3.20490 -0.30316
H -0.47465 -2.60790 0.49484
H -1.07365 -3.86790 0.14184
O -1.50165 1.83910 1.82384
H -1.71765 1.35010 2.63184
H -0.96265 2.71110 2.08784
O 2.11235 -0.61190 1.34784
H 1.80435 -1.48090 1.61484
H 3.02935 -0.61890 1.52584
O -0.52665 -1.64590 1.99884
H -1.02665 -1.36590 2.71884
H 0.30235 -2.28990 2.17484
O 0.74635 2.39110 -1.90516
H 0.06335 2.91310 -2.33816
H 1.63735 2.68210 -2.21416
O -2.66165 0.39510 -1.34216
H -3.53065 0.08010 -1.07416
H -2.92465 0.92210 -2.12516
O 1.57635 2.20810 1.14384
H 2.32835 2.16710 0.68084
H 1.54435 3.21510 0.92784
O 3.05835 -0.46090 -1.30716
H 2.52435 -0.28290 -0.45116
H 2.50635 -0.69290 -1.99816
*
```